# 1
DFT (wB97M-V/def2-TZVPD) results for a molecular structure, C8H18NaO4.

The geometry in XYZ format:
```
31
Properties=species:S:1:pos:R:3:lowdin_charge:R:1
H -2.654 2.083 -0.373 0.16
H 2.652 -0.566 -0.119 0.12
O -1.847 0.709 0.922 -0.27
C -2.979 -0.014 1.362 -0.05
H 1.116 -1.331 -2.148 0.16
H -0.675 2.134 -1.866 0.15
H 0.463 -2.407 0.407 0.09
H -1.098 -3.217 -0.029 0.12
H -0.372 -0.336 -2.649 0.15
C 1.747 -0.413 2.257 -0.25
C -0.605 1.777 -0.830 -0.11
C 2.648 0.507 0.158 -0.23
H 0.361 -3.373 -1.093 0.11
H -3.172 -0.870 0.697 0.10
H -2.273 0.438 -1.046 0.13
H 1.986 -1.370 1.739 0.00
O 0.414 0.754 -0.739 -0.19
C 0.150 -0.893 -1.866 0.11
H -0.288 2.628 -0.213 0.15
O 2.220 0.725 1.462 -0.27
C -0.199 -2.724 -0.408 0.02
H 2.134 1.185 -1.838 0.14
H 1.778 2.342 -0.560 0.14
H 3.676 0.891 0.046 0.14
H -3.839 0.670 1.416 0.11
H 2.330 -0.371 3.196 0.02
O -0.656 -1.559 -1.108 -0.07
C 1.770 1.273 -0.806 -0.12
H -2.773 -0.388 2.371 0.10
Na -0.077 0.470 2.033 0.50
C -1.938 1.245 -0.376 -0.17
```

Total charge: +1
Kohn-Sham gap, eV: 4.509
Energy above the lowest of the compared OMol25 structures with the same formula, charge and spin, kcal/mol: 0.0
Total energy, eV: -21182.48622

---

# 2
DFT (wB97M-V/def2-TZVPD) results for a molecular structure, C40H42NOP2Pb.

The geometry in XYZ format:
```
87
Properties=species:S:1:pos:R:3:lowdin_spin:R:1
C 2.272 -1.427 5.385 0.00
H 4.377 3.356 -0.274 0.00
C 3.528 1.630 -7.601 0.00
H 0.219 2.746 -2.965 0.00
H 3.195 -1.544 4.826 0.00
H -0.988 -1.721 4.761 0.00
H -0.106 2.150 2.985 0.00
C 2.366 0.048 -6.176 0.00
H -3.579 -4.271 -0.060 0.00
H -4.122 2.352 3.694 0.00
C -2.033 -3.826 -5.948 0.00
H 1.759 -0.856 -6.067 0.00
C -2.259 2.331 2.604 0.00
C 0.148 -4.452 -4.323 0.00
C -1.052 2.401 3.496 0.00
C -3.251 0.377 4.064 0.00
C -2.904 -3.416 -0.139 0.01
H -3.107 -0.731 5.861 0.00
H 2.670 0.806 2.680 0.01
C -2.932 0.255 5.367 0.00
C -2.251 2.709 5.675 0.00
H -3.155 3.007 5.139 0.00
C -0.147 -5.248 -5.432 0.00
C -1.816 -3.102 -4.770 0.00
P 2.020 0.317 -3.355 0.01
H 1.008 1.280 2.039 0.01
C -1.206 -2.203 -1.378 0.02
C -1.202 -4.902 -6.298 0.00
C 3.295 2.071 -1.622 0.01
C 3.462 3.225 -0.860 0.00
C -0.643 -3.321 -4.027 0.00
C -1.241 -1.181 -0.401 0.05
C -2.907 -2.416 0.842 0.00
H -1.584 0.967 6.827 0.00
C 2.811 0.435 -7.442 0.00
C -2.501 1.347 6.328 0.00
H -1.374 -5.472 -7.214 0.00
H -0.078 2.948 5.287 0.00
H -3.604 -2.477 1.673 0.00
H 0.997 -4.701 -3.685 0.00
H -1.013 -1.770 7.304 0.00
H -2.073 3.439 6.477 0.00
H 3.872 1.933 -8.593 0.00
C 1.310 4.033 -1.628 0.00
C -0.598 -0.590 -3.545 0.00
H 3.601 2.661 -4.357 0.00
C 2.086 1.117 1.789 0.09
H -4.078 1.238 2.358 0.00
C 2.464 4.211 -0.855 0.00
C -3.475 1.608 3.203 0.00
H -2.622 3.358 2.343 0.00
P 0.013 -2.105 -2.764 0.01
H -0.667 -0.250 -0.550 0.04
C 0.265 0.423 -3.806 0.00
H 2.497 2.005 1.305 0.00
H 0.452 -6.132 -5.643 0.00
H 4.333 3.373 -6.604 0.00
H -1.635 -0.559 -3.871 0.00
C 3.389 2.028 -5.216 0.00
C -2.017 -1.339 0.747 0.01
H -2.544 -2.352 -4.440 0.00
H 3.151 -0.723 7.203 0.00
C 3.799 2.428 -6.489 0.00
C -2.026 -3.333 -1.224 0.00
C 1.137 2.873 -2.385 0.00
C 2.139 1.894 -2.412 0.01
N 1.100 -1.450 4.659 0.00
H 0.938 -0.709 8.477 0.00
H -3.284 1.492 7.100 0.00
C -0.089 -1.575 5.353 0.00
C -0.108 -1.515 6.751 0.00
O 1.152 -1.263 3.340 0.02
H -0.068 1.304 -4.356 0.00
H -1.922 1.855 1.654 0.00
C 1.018 -1.057 7.438 0.00
H 2.579 5.099 -0.234 0.00
H 4.066 1.289 -1.617 0.01
H -2.001 -4.121 -1.980 0.00
H -2.862 -3.560 -6.607 0.00
Pb 2.179 -0.720 0.524 0.69
H 2.594 -0.190 -8.311 0.00
H -1.913 -0.627 1.573 0.00
C -1.035 2.729 4.789 0.00
C 2.659 0.839 -5.049 0.00
C 2.228 -1.035 6.733 0.00
H 0.533 4.802 -1.649 0.00
H -3.609 -0.544 3.564 0.00
```

Total charge: 0
Expectation value of S²: 0.75
Kohn-Sham gap (spin up / spin down), eV: 5.092 / 7.425
Energy above the lowest of the compared OMol25 structures with the same formula, charge and spin, kcal/mol: 0.0
Total energy, eV: -69517.29071
Multiplicity: 2

---

# 3
DFT (wB97M-V/def2-TZVPD) results for a single C19H24N2O5S molecule.

The geometry in XYZ format:
```
51
Properties=species:S:1:pos:R:3:lowdin_charge:R:1
C 1.569 0.529 -0.896 0.02
C 3.716 0.669 -1.914 -0.04
H -0.315 -1.937 -1.067 0.08
C 0.936 -1.570 2.249 -0.52
H -2.705 -1.541 1.063 0.08
C -3.263 4.019 1.242 -0.06
C -1.302 -2.094 -1.500 -0.34
C -0.900 -0.392 1.166 -0.24
C 4.157 1.281 1.786 -0.04
C 3.488 0.994 0.474 -0.22
H 5.332 1.101 -0.595 0.11
C -0.250 0.795 1.231 -0.06
C -0.786 2.127 0.943 -0.44
S -2.355 -0.633 -1.138 0.94
H 0.502 0.396 -0.995 0.09
H -3.723 4.958 0.946 0.08
H -0.722 -2.435 1.409 0.13
H 5.114 1.769 1.617 0.08
H -3.717 -5.639 -2.277 0.10
H 1.892 -0.871 -3.639 0.08
H 0.659 0.361 -3.354 0.07
O -1.944 -3.601 0.253 0.08
C 2.111 0.780 0.357 -0.10
N -0.236 -1.546 1.502 0.18
O -2.654 -3.982 -1.838 -0.03
H 2.181 0.788 -4.151 0.08
C 1.217 0.793 1.593 -0.19
H 3.549 1.928 2.414 0.08
H -4.033 3.352 1.623 0.08
C 4.267 0.934 -0.676 -0.04
C -3.393 -5.110 -1.385 -0.03
H -4.256 -4.784 -0.802 0.10
H -2.765 -5.749 -0.762 0.10
C 2.349 0.469 -2.041 -0.27
H 4.350 0.627 -2.788 0.11
C -2.563 3.393 0.044 -0.21
H -3.267 3.190 -0.765 0.12
H -1.763 4.051 -0.310 0.12
C 1.730 0.174 -3.374 -0.05
C -1.977 -3.305 -0.919 -0.57
H 4.352 0.355 2.329 0.08
H 1.424 1.704 2.168 0.15
H -2.541 4.214 2.031 0.08
N 1.493 -0.354 2.443 0.15
C -2.298 -0.599 0.695 -0.35
H 2.363 -0.353 2.951 0.14
O 1.360 -2.600 2.723 0.08
H -1.254 -2.157 -2.584 0.09
O -2.003 2.122 0.369 -0.06
O -0.177 3.146 1.183 0.11
H -2.948 0.229 0.962 0.08
```

Total charge: 0
Kohn-Sham gap, eV: 9.079
Energy above the lowest of the compared OMol25 structures with the same formula, charge and spin, kcal/mol: 7.5
Total energy, eV: -44147.41585